Run A
Below is a 2-piece molecular cluster, CH3I3Si overall, with properties calculated with ωB97M-V/def2-TZVPD.

The geometry in XYZ format:
```
8
Properties=species:S:1:pos:R:3:mulliken_charge:R:1
I 1.0105 -2.7681 0.3830 -0.07
C -1.0165 0.0953 -0.1225 -0.76
I 1.2482 2.6160 2.3601 -0.10
H -1.9129 -0.0550 -0.7501 0.36
H -0.8188 1.1217 0.2683 0.15
Si 0.7834 -0.4516 -0.4764 0.20
H -1.3691 -0.3602 0.9284 0.28
I 2.0752 -0.1981 -2.5908 -0.06
```

The calculation puts the LUMO energy (alpha / beta) at -2.0 / -3.2 eV. The calculation puts the HOMO-LUMO gap (alpha / beta) at 7.918 / 4.761 eV.

=====

Run B
Below is CH3I3Si as an isolated structure, with properties calculated with ωB97M-V/def2-TZVPD.

The geometry in XYZ format:
```
8
Properties=species:S:1:pos:R:3:mulliken_charge:R:1
H -1.4470 0.6059 -0.0417 -0.11
H -0.1309 -1.2421 -0.3407 -0.08
I 1.8048 3.1110 -1.7398 0.13
I -1.8079 2.8408 -2.0972 0.09
Si -0.1786 0.2067 -0.1374 0.69
H 0.9931 0.4967 0.7685 -0.05
I 0.5121 0.6641 -3.9585 0.12
C 0.1524 1.7744 -2.1259 -0.79
```

The calculation puts the LUMO energy at -1.3 eV. The calculation puts the HOMO-LUMO gap at 7.414 eV.

=====

Run C
Below is a single CH3I3Si molecule, with properties calculated with ωB97M-V/def2-TZVPD.

The geometry in XYZ format:
```
8
Properties=species:S:1:pos:R:3:mulliken_charge:R:1
H 0.9586 0.2053 -1.4560 0.28
C 0.8602 -0.4720 -0.5378 -0.94
H 1.7683 -0.2890 0.0586 0.30
I -2.1995 1.0877 -1.3825 -0.08
I -1.9137 -1.4044 1.8472 -0.12
Si -0.5843 0.3218 0.4020 0.26
I 0.1587 2.1117 1.8987 -0.03
H 0.9515 -1.5611 -0.8302 0.33
```

Its structure (SMILES) is C[Si](I)(I)I. The calculation puts the LUMO energy at -0.8 eV. The calculation puts the HOMO-LUMO gap at 8.764 eV.

=====

Most stable: run C (next structure +312.5 kJ/mol)

=====

Run A
Below is a single C8H14O3 molecule, with properties calculated with ωB97M-V/def2-TZVPD.

The geometry in XYZ format:
```
25
Properties=species:S:1:pos:R:3:mulliken_charge:R:1
C 1.2908 -0.5394 -0.5594 -0.37
C -2.3234 -1.6317 0.6044 -0.91
H 3.2727 -0.0761 -1.0819 0.33
C -0.2427 1.4899 -0.3504 0.49
C 1.0913 0.6780 1.7496 -1.20
C 2.7370 -0.8168 -0.4934 -1.25
O -1.6272 -0.3572 0.6289 -0.23
O -0.2066 2.5643 -1.1993 -0.39
C 1.0443 0.8219 0.2131 0.17
C -1.6140 0.3806 -0.5052 0.44
H -3.3490 -0.1706 -1.5051 0.32
C -2.4618 0.4304 -1.5252 -1.09
H 3.0578 -0.6685 0.5749 0.25
H -1.9645 -2.0946 1.4367 0.32
H -2.5517 1.1956 -2.2896 0.33
H -1.9670 -2.2109 -0.3254 0.37
H -3.4313 -1.5106 0.6498 0.29
H 1.5598 1.6006 2.1005 0.33
H 1.7338 -0.1837 1.9465 0.32
O -0.6150 2.7767 0.1602 -0.35
H 3.0291 -1.7952 -0.8256 0.40
H 0.8541 -0.4593 -1.5641 0.43
H 0.0910 0.4649 2.3166 0.26
H 1.7891 1.4883 -0.1417 0.65
H 0.8032 -1.3768 -0.0149 0.10
```

Its structure (SMILES) is C=C(OC)C1([C@@H](C)CC)OO1. The calculation puts the LUMO energy at 0.8 eV. The calculation puts the HOMO-LUMO gap at 10.079 eV.

=====

Run B
Below is a single C8H14O3 molecule, with properties calculated with ωB97M-V/def2-TZVPD.

The geometry in XYZ format:
```
25
Properties=species:S:1:pos:R:3:mulliken_charge:R:1
H 0.8839 -0.0537 -3.9976 0.31
H -0.9925 -2.9939 3.9246 0.33
C -0.6975 1.3514 -3.8118 -1.38
C -0.2710 -2.7130 3.1392 -0.93
H 2.3985 1.0240 -2.2996 0.37
H -1.1343 2.0699 -3.0966 0.29
C -0.9611 -2.1681 1.9002 0.47
C 1.5827 1.5657 -2.8010 -1.48
H 0.3776 -3.5631 2.8884 0.25
C 0.1100 -0.2883 -1.9646 -0.76
H -1.5367 0.6531 -4.0395 0.35
H 0.2926 1.1122 -0.3115 0.30
H -1.2621 1.1657 -1.0654 0.31
H 1.2110 2.3746 -2.1657 0.31
H -0.6698 -1.0203 -2.2784 0.31
H -0.4206 1.8586 -4.7789 0.37
O -1.1098 -0.3963 0.2056 -0.33
C -0.3331 -1.1151 1.0519 0.67
O -2.0509 -2.6841 1.6092 -0.53
C -0.5088 0.4785 -0.7573 -0.41
H 2.0026 2.0088 -3.7214 0.42
O 0.8674 -0.9410 1.1773 -0.55
H 0.9864 -0.8299 -1.6148 0.43
H 0.3550 -1.8896 3.5415 0.31
C 0.4879 0.5962 -3.2184 0.58
```

Its structure (SMILES) is CC(=O)C(=O)OCCC(C)C. The calculation puts the LUMO energy at -0.2 eV. The calculation puts the HOMO-LUMO gap at 9.842 eV.

=====

Most stable: run B (next structure +508.8 kJ/mol)

=====

Run A
Below is a 10-piece molecular cluster, C4H25NO9 overall, with properties calculated with ωB97M-V/def2-TZVPD.

The geometry in XYZ format:
```
39
Properties=species:S:1:pos:R:3:mulliken_charge:R:1
O -2.3174 -1.5631 -0.3850 -0.75
H -1.7309 -1.9904 -1.0023 0.41
H -2.1745 -2.0122 0.4780 0.37
H 2.4008 0.1468 2.6916 0.40
H 0.1175 -1.2550 0.1265 0.02
H -3.4732 1.2443 -0.5808 0.30
H -1.8225 -2.1721 2.7399 0.34
H -2.6267 0.0203 -0.9160 0.35
H -2.5445 1.2502 2.8653 0.35
H 3.8132 -0.7938 -1.1658 0.25
H 1.1905 1.8463 -1.5576 0.41
C 1.4482 0.4594 2.6567 -1.79
H -1.0946 0.9911 3.8164 0.26
H 0.0023 -2.1864 -2.4253 0.41
O 1.2544 3.0805 0.6521 -0.78
H 1.2364 1.1432 3.3668 0.42
O -2.7480 0.9723 -1.1454 -0.72
O 1.2040 -1.0307 -3.0361 -0.82
H 1.8132 -0.9704 -2.2507 0.43
H 1.7542 -1.2569 0.6935 0.21
O -0.6051 -2.7486 -2.0473 -0.67
H 0.4939 2.8915 0.1165 0.43
H 0.9097 -0.1203 -3.0741 0.31
O -1.5883 -2.6668 1.9628 -0.73
H 1.2575 2.4067 1.4033 0.41
H 2.3132 2.4256 -0.7777 0.42
H -1.4103 0.3929 0.8009 -0.11
H 2.6771 0.3282 -1.0727 0.47
C -1.5513 0.9252 2.8581 -1.08
N 0.7644 -1.1121 0.9629 -0.38
H -0.6861 -2.4957 1.7865 0.36
C 0.4995 -0.0348 1.8231 0.94
O -0.4544 2.3073 -1.2811 -0.63
O 2.8763 -0.6941 -0.9544 -0.76
O 2.1682 1.7969 -1.5005 -0.75
C -0.9108 0.4435 1.8013 0.83
H -1.0295 -3.1752 -2.7575 0.29
H -0.7270 2.9904 -1.8578 0.23
H -1.2423 1.7464 -1.1434 0.35
```

Its structure (SMILES) is C=CC(=C)N.O.O.O.O.O.O.O.O.O. The calculation puts the LUMO energy at 0.4 eV. The calculation puts the HOMO-LUMO gap at 8.857 eV.

=====

Run B
Below is a 10-piece molecular cluster, C4H25NO9 overall, with properties calculated with ωB97M-V/def2-TZVPD.

The geometry in XYZ format:
```
39
Properties=species:S:1:pos:R:3:mulliken_charge:R:1
H 0.0462 1.4654 2.6106 0.28
C 3.1561 1.7465 -0.9555 -1.05
H -0.6507 -1.0708 -3.9272 0.34
H 1.0590 -2.2963 0.8321 0.55
H -0.8025 -0.9856 -1.9470 0.27
O -1.8915 2.7403 -1.0563 -0.69
H -0.0574 2.7986 -0.6781 0.32
H -2.1844 2.1171 -1.7185 0.26
H -1.4817 -1.8775 2.7393 0.35
H -2.6881 0.3122 3.2470 0.26
O 0.7809 -4.1595 -1.5566 -0.64
H -1.6169 0.2799 4.2153 0.32
H -2.2495 2.4557 -0.2106 0.41
H 1.3466 -3.2516 1.9477 0.33
O 0.8050 3.0083 -0.2765 -0.53
O -1.4017 -2.8288 2.6577 -0.61
O -3.0096 1.1400 0.7678 -0.59
C 1.3751 0.1093 -1.0731 -0.08
C -0.2775 -1.4969 -1.1693 -0.66
N 0.8175 -1.1048 -0.6282 -0.17
H -3.1995 1.0782 1.7054 0.19
O -0.8272 1.7245 2.3052 -0.44
H 0.4182 -3.8040 -0.7518 0.35
H 3.2822 -0.4943 -0.6318 0.41
O -0.3063 -0.1752 -3.9338 -0.64
H -0.7835 -2.2600 -0.5733 0.33
C 2.7077 0.3554 -0.9317 -0.32
H -1.0310 0.5822 -3.7856 0.33
H -2.4522 0.4180 0.4720 0.33
O 1.0084 -3.2302 1.0504 -0.74
H 2.9822 2.2727 -1.8912 0.30
H 1.7214 -3.9950 -1.5384 0.31
H 2.7461 2.3860 -0.1751 0.21
H 0.7796 3.9699 -0.5109 0.31
H 4.2109 1.9747 -0.7891 0.37
O -2.0889 -0.3440 3.6594 -0.67
H -0.4731 -2.8512 2.3750 0.31
H -0.5180 2.3640 1.6421 0.23
H 0.7481 0.9268 -1.5172 0.17
```

Its structure (SMILES) is C=N/C=C/C.O.O.O.O.O.O.O.O.O. The calculation puts the LUMO energy at -0.2 eV. The calculation puts the HOMO-LUMO gap at 8.544 eV.

=====

Most stable: run A (next structure +290.2 kJ/mol)